Record 1
121
Properties=species:S:1:pos:R:3:forces:R:3:lowdin_charge:R:1 method="wB97M-V/def2-TZVPD" total_charge=-1 fmax_ev_per_a=8.45 energy_ha=-5196.08306 gap_ev=5.23 homo_energy_ev=-3.88
C -3.833262 -0.467351 1.529673 -0.8 -0.1 0.8 -0.1550
C -4.060632 1.133509 1.934065 0.6 -1.0 -0.8 -0.2349
C -3.970898 2.052142 0.576926 -0.4 1.3 0.1 -0.2206
C -2.793709 3.224431 0.639004 0.0 -0.5 -0.6 -0.2021
C -1.388059 2.733058 -0.069206 0.0 0.0 0.1 -0.2116
C -1.001623 1.219156 0.455127 0.2 0.7 0.4 -0.2138
C 0.595780 0.858388 0.290820 -0.3 -0.6 0.6 -0.1902
C 1.147722 0.199941 1.702903 1.2 -0.3 0.2 -0.2193
C 2.170417 1.195113 2.509099 -0.1 1.2 -0.4 -0.2100
C 1.461205 2.626581 2.997680 0.9 -0.7 0.4 -0.1972
C 0.937684 2.542721 4.546204 -0.2 -0.5 -0.3 -0.2180
C 0.172750 3.872793 5.110081 -0.5 -0.2 0.4 -0.2115
C 0.005434 5.102984 4.041902 -1.0 0.6 1.0 -0.1504
C 1.341804 6.041167 3.887235 -0.1 0.2 2.6 -0.2148
O 2.011548 5.981546 2.583376 -3.4 0.5 -2.4 -0.1129
C 1.143250 6.315759 1.456022 -4.0 3.6 0.4 -0.1671
O 0.140129 7.193808 1.423013 6.2 -5.7 0.6 -0.0442
C 1.116330 7.603908 4.444910 -0.5 6.7 1.8 -0.4004
O 1.558432 8.643226 3.689523 -1.7 -5.9 3.0 -0.1652
O 0.509296 7.941858 5.740889 2.8 -3.4 -6.2 -0.2923
H -4.624042 -1.083121 2.174317 1.8 1.1 -1.5 0.0715
H -4.031319 -0.672040 0.375578 0.5 0.4 2.5 0.0751
H -2.765240 -0.843028 1.839594 -2.1 0.8 -0.8 0.0641
H -5.126887 1.231450 2.431888 2.5 -0.1 -0.9 0.0909
H -3.177084 1.414188 2.683736 -2.2 -0.4 -1.5 0.1058
H -3.832253 1.424393 -0.410470 -0.2 1.0 2.1 0.1068
H -5.005307 2.618220 0.459148 2.4 -1.2 0.2 0.0897
H -3.190814 4.162439 0.055472 0.8 -1.7 1.3 0.1075
H -2.587942 3.500550 1.769261 -0.4 -0.5 -2.3 0.1120
H -0.541745 3.517967 0.217847 -1.7 -1.8 -0.5 0.0977
H -1.441000 2.753497 -1.258160 -0.1 -0.1 2.5 0.1179
H -1.674801 0.400481 -0.054430 1.4 1.7 0.9 0.1005
H -1.263455 1.197522 1.614894 0.6 0.0 -2.4 0.0946
H 0.737942 0.031540 -0.558243 -0.3 2.1 1.7 0.0999
H 1.239794 1.825756 0.055403 -1.4 -2.0 0.3 0.1159
H 1.779863 -0.769052 1.415513 -1.4 1.9 0.8 0.1024
H 0.278859 -0.107657 2.437725 1.6 0.5 -1.6 0.1055
H 2.673186 0.733067 3.459227 -1.0 0.5 -1.9 0.0946
H 3.032159 1.505561 1.748195 -1.7 -0.8 1.6 0.1119
H 0.576716 2.862766 2.261371 1.8 -0.2 1.4 0.0929
H 2.334626 3.421559 2.965328 -2.2 -1.3 -0.2 0.1183
H 0.174087 1.631629 4.602416 1.7 1.7 0.0 0.1079
H 1.853219 2.317092 5.252769 -1.8 0.2 -1.5 0.1088
H 0.697941 4.200719 6.130010 -1.1 -0.4 -2.4 0.1227
H -0.922511 3.530993 5.425329 2.2 0.8 -0.7 0.1064
H -0.844576 5.812993 4.488016 2.0 -1.5 -1.0 0.1329
H -0.429356 4.672402 3.047577 1.1 0.9 1.6 0.0945
H 2.129268 5.588971 4.665016 -1.5 1.0 -1.9 0.1637
H 1.327935 5.705293 0.446682 0.3 1.2 2.4 0.1518
C -10.906804 0.932876 3.081034 -0.8 0.7 0.4 -0.0565
C -10.868225 -0.464559 2.443830 -0.4 0.6 -0.8 -0.4314
C -9.722057 -1.351105 2.916288 0.6 -0.9 0.0 -0.2928
F -8.512480 -0.828105 2.615090 -0.4 -0.4 0.0 0.0849
F -9.772751 -2.565919 2.305683 -0.3 0.2 0.0 0.0889
F -10.870928 -0.338816 1.089693 0.2 -0.2 0.4 0.1249
F -12.047934 -1.085989 2.760294 0.4 -0.1 0.3 0.0984
O -10.348012 1.991375 2.299754 1.7 -0.7 0.1 0.0311
C -8.937962 2.166432 2.427009 -1.5 0.3 1.4 -0.4735
C -8.191689 1.943448 1.106522 0.4 -0.3 -0.8 -0.2497
F -8.376433 0.681335 0.637904 -0.1 0.5 0.2 0.0893
F -6.851125 2.103244 1.266708 -0.9 0.1 0.4 0.0621
F -8.476618 1.384394 3.431925 0.3 0.7 -0.5 0.1219
F -8.763244 3.450253 2.843943 0.2 -0.5 -0.6 0.1412
H -11.966741 1.199867 3.178254 0.2 -0.1 -0.3 0.1502
H -10.530217 0.937115 4.110753 0.1 -0.2 -0.3 0.1466
H -9.769681 -1.522337 3.995911 -0.1 0.1 0.0 0.1747
H -8.533461 2.641679 0.338265 -0.1 0.1 0.2 0.1781
C 7.083288 -2.480238 4.605028 0.9 -0.1 0.7 -0.0559
C 5.749541 -1.742575 4.798206 0.6 0.9 -0.1 -0.4306
C 4.526630 -2.484604 4.272125 -1.2 0.0 0.0 -0.2919
F 4.588040 -2.691438 2.937669 -0.2 0.1 0.4 0.0808
F 3.395639 -1.760986 4.492163 0.4 0.0 0.2 0.0881
F 5.844180 -0.498421 4.257254 -0.2 -0.5 0.0 0.1282
F 5.585762 -1.549221 6.144992 -0.2 -0.5 -0.3 0.1026
O 7.865380 -2.072705 3.480163 -1.2 -0.6 -1.4 0.0316
C 7.538380 -2.708459 2.245672 0.8 -0.6 1.9 -0.4773
C 7.044992 -1.720054 1.182680 -0.6 0.8 -0.5 -0.2632
F 5.919113 -1.075590 1.587313 0.7 -0.3 0.0 0.0892
F 6.728591 -2.360127 0.025744 0.3 -0.3 0.4 0.0885
F 6.662376 -3.715231 2.476548 0.5 0.2 -0.7 0.1195
F 8.687181 -3.303865 1.823405 -0.5 0.5 -0.3 0.1340
H 7.705857 -2.226960 5.472471 -0.2 0.2 -0.3 0.1508
H 6.973843 -3.569889 4.658290 -0.2 0.3 -0.2 0.1450
H 4.402106 -3.450870 4.770119 0.2 0.0 0.1 0.1735
H 7.804881 -0.965690 0.963461 0.1 -0.2 0.1 0.1768
C 1.374310 -4.925066 -3.226826 0.0 -1.1 -0.2 -0.0543
C 1.877161 -3.649721 -3.920353 -0.9 -0.2 -0.5 -0.4293
C 2.381499 -2.564985 -2.975963 0.5 1.1 0.3 -0.2885
F 1.412761 -2.117694 -2.146022 0.4 0.0 -0.4 0.0803
F 2.810738 -1.480827 -3.677058 0.0 -0.4 -0.2 0.0904
F 0.904627 -3.175619 -4.744312 0.3 0.1 0.3 0.1224
F 2.911370 -4.016740 -4.741174 0.2 0.1 0.4 0.0888
O -0.041398 -5.028077 -3.058808 -0.1 1.5 1.1 0.0312
C -0.565777 -4.398902 -1.890799 1.3 -1.6 -0.2 -0.4756
C -1.543667 -3.264265 -2.217391 -0.5 0.9 -0.2 -0.2623
F -0.942872 -2.282489 -2.939763 -0.2 -0.6 0.2 0.0875
F -2.012022 -2.677750 -1.083834 0.3 -0.5 -0.1 0.0914
F 0.456752 -4.001429 -1.096619 -0.9 -0.1 0.1 0.1238
F -1.211550 -5.380206 -1.203356 -0.1 0.7 -0.4 0.1371
H 1.628542 -5.760125 -3.891838 -0.2 0.3 -0.1 0.1502
H 1.916672 -5.142086 -2.298978 -0.1 0.4 -0.2 0.1477
H 3.221688 -2.921264 -2.372373 0.0 -0.2 -0.1 0.1771
H -2.396331 -3.632822 -2.793313 0.1 -0.2 0.1 0.1756
C 2.757839 -2.086806 -8.299104 -0.9 0.6 0.4 -0.0517
C 2.796419 -3.484241 -8.936309 -0.4 0.6 -0.7 -0.4292
C 3.942587 -4.370787 -8.463851 0.5 -0.9 0.1 -0.2902
F 5.152163 -3.847787 -8.765048 -0.3 -0.4 0.0 0.0851
F 3.891892 -5.585602 -9.074455 -0.3 0.2 0.0 0.0878
F 2.793715 -3.358499 -10.290446 0.2 -0.2 0.4 0.1232
F 1.616709 -4.105670 -8.619845 0.5 -0.1 0.3 0.1011
O 3.316631 -1.028306 -9.080385 1.9 -0.7 0.0 0.0324
C 4.726682 -0.853251 -8.953130 -1.7 0.3 1.4 -0.4770
C 5.472954 -1.076234 -10.273616 0.4 -0.3 -0.8 -0.2644
F 5.288210 -2.338347 -10.742235 -0.1 0.6 0.2 0.0858
F 6.813518 -0.916438 -10.113430 -0.4 0.1 0.3 0.0924
F 5.188025 -1.635288 -7.948214 0.4 0.7 -0.5 0.1234
F 4.901399 0.430572 -8.536195 0.2 -0.5 -0.6 0.1382
H 1.697902 -1.819815 -8.201885 0.2 -0.1 -0.3 0.1535
H 3.134426 -2.082567 -7.269385 0.1 -0.2 -0.3 0.1428
H 3.894963 -4.542019 -7.384227 -0.1 0.2 0.0 0.1665
H 5.131183 -0.378003 -11.041874 -0.1 0.1 0.2 0.1750

=====

Record 2
78
Properties=species:S:1:pos:R:3:forces:R:3:lowdin_charge:R:1 method="wB97M-V/def2-TZVPD" multiplicity=3 total_charge=-1 fmax_ev_per_a=2.72 energy_ha=-5363.16051 gap_ev="6.25 / 6.99" homo_energy_ev="-3.91 / -4.92"
Pt 0.585791 -0.104996 0.327513 -0.2 0.0 -0.9 0.6054
C 3.286078 -3.832132 2.519024 0.1 -0.8 0.5 -0.3019
P 2.148671 -2.637680 1.697305 -0.4 -0.3 -0.2 0.8821
C 1.529768 -3.735321 0.322721 -0.3 0.5 0.4 -0.2750
C 0.674832 -2.780697 2.839015 1.5 0.8 -0.9 -0.4087
C 0.164660 -3.978524 3.231129 -0.1 -1.1 0.5 -0.1160
C -0.915760 -4.110246 4.091485 0.7 1.3 0.0 -0.0735
C -1.471526 -2.930459 4.559348 -1.7 -0.1 0.1 -0.0961
C -0.978870 -1.710359 4.113108 -1.6 2.1 0.5 -0.1172
C 0.114560 -1.596301 3.283031 -0.1 0.8 -0.2 -0.3801
P 0.663410 0.018450 2.506463 0.2 0.0 1.0 0.6480
C 2.229445 0.565601 3.365655 -0.8 -0.2 0.0 -0.2398
C -0.397238 1.387675 3.120028 -0.5 -0.3 1.0 -0.2770
H 2.769335 -4.771566 2.862924 0.5 0.9 -0.2 0.0377
H 3.872106 -3.374027 3.343198 -0.6 -0.2 -0.3 0.0392
H 4.024030 -4.132380 1.773903 0.0 0.0 -0.1 0.0312
H 1.202134 -4.704231 0.729113 0.3 0.1 -0.4 0.0319
H 2.284963 -3.785280 -0.453363 0.3 -0.4 0.0 0.0345
H 0.682091 -3.235243 -0.159785 0.0 0.0 0.3 0.0138
H 0.683896 -4.849312 2.889965 0.0 -0.6 -0.2 0.0790
H -1.252648 -5.063377 4.406786 -0.4 -0.7 0.2 0.0893
H -2.441954 -2.960402 5.121794 1.2 0.1 -0.3 0.1150
H -1.573955 -0.755838 4.313174 0.9 -1.4 0.1 0.1200
H 2.136058 0.394771 4.445995 0.1 0.0 -0.2 0.0445
H 2.268783 1.644759 3.176069 0.2 -0.2 0.0 0.0413
H 3.103129 0.062500 2.965324 0.0 0.0 -0.1 0.0222
H -0.287779 1.587244 4.212409 0.0 -0.3 -0.7 0.0582
H -1.471725 1.323173 2.884289 0.5 -0.3 0.0 0.0236
H -0.019073 2.247408 2.589370 0.2 0.4 -0.2 0.0228
F 6.472697 1.560584 -0.331562 0.1 -0.7 -0.8 0.0942
C 6.562340 0.565556 -1.257824 0.6 -0.2 0.1 -0.6057
F 7.513981 -0.304672 -0.829817 -0.6 0.3 0.1 0.0883
F 7.055720 1.089969 -2.401594 -0.4 0.1 0.4 0.0976
S 4.904752 -0.270550 -1.504849 -0.3 -0.6 2.4 0.4218
O 5.083264 -1.458590 -2.260910 1.0 -1.1 -1.2 -0.3015
O 4.166914 0.740152 -2.197894 -0.4 1.4 -0.7 -0.3323
O 4.473112 -0.538390 -0.142573 0.3 0.6 -0.2 -0.3516
C -2.829559 -1.409138 -1.514186 0.0 -0.4 0.9 -0.0479
C -2.457769 -0.301083 -0.494384 -0.8 -0.7 -1.1 -0.6283
C -2.627719 -0.798264 0.910697 0.3 -0.5 1.1 -0.0707
C -1.088971 0.152417 -0.748115 1.8 0.5 -0.9 -0.2142
C -3.367473 0.895806 -0.700870 -0.4 1.5 0.7 -0.1596
C -3.095257 2.052328 0.067359 -1.5 -0.7 -1.4 -0.0387
C -3.902841 3.173154 -0.003000 1.3 0.4 1.1 -0.1156
C -4.999472 3.202891 -0.796890 -1.8 0.6 -1.3 -0.1233
C -5.312049 2.096093 -1.584020 0.5 0.4 0.5 -0.0910
C -4.482140 0.982322 -1.532484 -0.6 -1.2 -0.9 -0.0413
H -2.226407 -2.304320 -1.337848 0.0 0.1 0.1 0.0827
H -2.647634 -1.084635 -2.518139 0.1 0.3 -0.7 0.0646
H -3.880085 -1.699750 -1.417614 0.0 0.0 0.0 0.0759
H -1.931242 -1.600648 1.225053 -0.1 0.4 -0.5 0.0803
H -3.613982 -1.180996 1.086761 -0.8 -0.2 0.0 0.0817
H -2.481941 0.035147 1.593863 0.0 0.0 0.2 0.0494
H -0.923783 0.459533 -1.816143 -0.1 -0.4 1.0 0.0260
H -2.245469 2.050924 0.664363 1.5 0.1 1.0 0.0769
H -3.626390 4.070035 0.559227 -0.1 -0.3 0.0 0.1126
H -5.610130 4.124268 -0.859189 0.3 -0.7 0.1 0.1072
H -6.181788 2.101854 -2.221134 -0.1 0.0 -0.1 0.0920
H -4.781915 0.142116 -2.194503 0.4 0.5 0.6 0.1101
C -1.105548 3.998886 -1.905498 0.5 1.7 -0.3 -0.0622
N 0.040793 3.148728 -2.169760 -0.6 0.6 0.2 -0.0802
C 1.248607 3.264229 -1.532436 0.2 -0.9 -1.3 -0.7659
Se 1.559244 4.512445 -0.215384 0.3 -0.4 -0.2 0.5002
N 2.060673 2.314054 -2.140831 -1.7 0.6 0.4 0.1295
C 1.305032 1.541614 -3.045271 0.7 0.4 -0.2 -0.1679
C 1.603827 0.410360 -3.829164 -0.6 0.5 0.5 0.0110
C 0.577957 -0.103802 -4.628131 0.5 -1.0 0.7 -0.0886
C -0.678257 0.501455 -4.658920 -0.4 -0.8 -1.1 -0.1204
C -0.912118 1.642423 -3.955537 -0.5 0.7 0.7 -0.0611
C 0.045718 2.134275 -3.094455 1.0 -0.4 -0.3 -0.2207
H -1.340852 3.974914 -0.863185 -0.1 -0.2 0.6 0.0378
H -1.997705 3.727955 -2.475053 0.4 -0.3 -0.1 0.0857
H -0.845819 5.087523 -2.102931 -0.2 -1.3 0.0 0.0993
H 3.035691 2.144622 -1.953206 0.3 -0.3 0.4 0.0987
H 2.553562 -0.077978 -3.706192 0.2 -0.1 -0.1 0.0941
H 0.726628 -1.118417 -5.043394 -0.1 0.9 -0.1 0.1080
H -1.532081 0.085278 -5.235825 0.9 0.2 0.3 0.1125
H -1.877329 2.084109 -3.963597 -0.8 0.3 -0.1 0.0963

=====

Record 3
10
Properties=species:S:1:pos:R:3:forces:R:3:lowdin_charge:R:1 method="wB97M-V/def2-TZVPD" total_charge=0 fmax_ev_per_a=2.48 energy_ha=-5799.51173 gap_ev=9.60 homo_energy_ev=-9.47
C -2.240390 1.365077 -0.359089 0.0 1.5 -0.5 -0.2834
C -1.887986 0.139970 -0.126254 -0.7 -0.3 -0.4 -0.0269
C 1.989197 -0.745853 0.223908 1.8 0.8 -1.5 -1.5725
O -2.448614 2.486015 -0.553248 -0.1 -0.1 -0.1 0.1790
Cl 1.155704 -1.012893 -1.297236 0.0 -0.1 0.6 0.5155
Br 3.735920 -1.655833 0.220490 -0.3 0.3 -0.1 0.5505
Br 2.159554 1.130587 0.635110 0.1 0.2 -0.2 0.5825
H 1.587909 -1.103782 1.103248 -1.6 -1.2 1.1 -0.0620
H -1.723234 0.005186 0.903094 0.5 -0.7 1.1 0.0542
H -2.328061 -0.608472 -0.750022 0.2 -0.5 -0.2 0.0630